# 1
Computed, not measured: a 5-piece molecular cluster, C26H34FN5O overall, with ωB97M-V/def2-TZVPD.

Geometry as XYZ:
```
67
Properties=species:S:1:pos:R:3:nbo_charge:R:1
C -0.85447 2.89615 -2.25123 -0.264
O 0.37044 3.36406 -1.69402 -0.557
C 0.77863 2.67262 -0.53106 -0.081
C 1.37612 1.28046 -0.83528 -0.084
N 2.82625 1.16342 -0.61920 -0.835
C 0.65968 0.17229 -0.07874 -0.402
C 0.76714 0.26022 1.45332 -0.463
C -0.56907 0.04340 2.11584 0.057
F -1.44817 1.10083 1.81523 -0.395
H -1.32246 2.13866 -1.61676 0.177
H -0.67756 2.47882 -3.24266 0.195
H -1.53986 3.73979 -2.35500 0.180
H -0.06327 2.58532 0.16872 0.178
H 1.53518 3.30583 -0.05963 0.178
H 1.21006 1.12345 -1.90513 0.200
H 3.06630 1.49919 0.30892 0.345
H 3.31953 1.76709 -1.26911 0.354
H -0.39776 0.20768 -0.35699 0.215
H 1.03875 -0.79467 -0.41581 0.212
H 1.16980 1.22417 1.78123 0.194
H 1.41860 -0.52086 1.84745 0.245
H -0.47841 -0.00125 3.20318 0.161
H -1.04052 -0.87718 1.76873 0.183
N -0.16139 3.76514 -5.44529 -0.423
C -0.69983 4.10472 -6.61346 0.035
C -0.00853 4.78508 -7.60510 -0.263
C 1.31195 5.13331 -7.36801 -0.171
C 1.88208 4.78846 -6.15345 -0.261
C 1.10596 4.10595 -5.22712 0.034
H -1.73544 3.81863 -6.76238 0.191
H -0.49660 5.03472 -8.53746 0.217
H 1.88517 5.66587 -8.11607 0.215
H 2.90748 5.04291 -5.92209 0.218
H 1.51016 3.82447 -4.25989 0.206
N 2.73050 -1.12920 3.90706 -0.426
C 2.94715 -0.33620 4.95333 0.035
C 3.97056 -0.53670 5.86794 -0.259
C 4.81483 -1.62016 5.68644 -0.168
C 4.60115 -2.45345 4.60034 -0.259
C 3.54966 -2.16487 3.74292 0.036
H 2.26735 0.50189 5.06425 0.193
H 4.09895 0.14251 6.69960 0.220
H 5.62539 -1.81072 6.37795 0.217
H 5.23520 -3.30992 4.41617 0.220
H 3.35654 -2.79263 2.87966 0.194
N -2.71547 -2.52533 2.80746 -0.429
C -2.39859 -3.70807 3.32911 0.033
C -3.22532 -4.40995 4.19375 -0.260
C -4.44684 -3.85248 4.53709 -0.168
C -4.78713 -2.61985 4.00398 -0.258
C -3.88974 -1.99913 3.14712 0.034
H -1.43406 -4.11244 3.04057 0.194
H -2.91502 -5.36869 4.58634 0.220
H -5.12017 -4.36859 5.20919 0.218
H -5.72761 -2.14356 4.24492 0.221
H -4.12000 -1.03159 2.71348 0.199
N -2.06458 -1.08108 -2.12587 -0.421
C -2.65840 -1.71212 -1.11494 0.032
C -2.56611 -3.08147 -0.90471 -0.248
C -1.80875 -3.83252 -1.78891 -0.177
C -1.17784 -3.18689 -2.84017 -0.262
C -1.33789 -1.81493 -2.96453 0.033
H -3.23616 -1.09162 -0.43828 0.197
H -3.06957 -3.53793 -0.06344 0.222
H -1.71131 -4.90317 -1.66090 0.214
H -0.57438 -3.73154 -3.55369 0.218
H -0.85825 -1.27632 -3.77490 0.194
```

Results
SMILES string = COC[C@@H](N)CCCF.c1ccncc1.c1ccncc1.c1ccncc1.c1ccncc1
highest occupied orbital energy = -8.3979 eV
energy = -39727.5078 eV

# 2
Computed, not measured: C13H21Br3N3O11V as an isolated structure at a distorted geometry, with ωB97M-V/def2-TZVPD.

Geometry as XYZ:
```
52
Properties=species:S:1:pos:R:3:lowdin_spin:R:1
O -0.09493 0.77192 -0.32447 0.000
V -0.56440 -0.33562 0.69317 0.000
O -2.08889 -0.82006 0.24671 0.000
O 0.06080 0.26011 2.76872 0.002
C 0.18003 1.15714 3.81367 -0.002
C -0.02810 0.55289 5.29335 0.086
O 0.85422 -0.45951 5.75954 0.846
H -0.58175 1.89887 3.57362 -0.001
H 1.10676 1.73067 3.83165 0.000
H -1.05481 0.24486 5.49105 0.028
H -0.03982 1.33896 6.04837 0.041
C -0.03642 -4.26993 -0.42144 0.000
C 0.96783 -3.07583 -0.36549 0.000
O 0.74672 -2.21804 0.71837 0.000
H -0.03290 -4.86926 0.48899 0.000
H 0.20397 -4.95934 -1.23077 0.000
H -1.09144 -4.03967 -0.56983 0.000
H 0.98918 -2.55527 -1.32291 0.000
H 1.96608 -3.50037 -0.25893 0.000
C -3.21781 -2.47827 4.64413 0.000
N -2.52114 -2.03988 3.45700 0.000
O -1.34261 -2.48857 3.29723 0.000
O -3.08041 -1.15686 2.79579 0.000
H -2.65343 -3.23211 5.19303 0.000
H -4.13856 -2.90274 4.24394 0.000
H -3.46197 -1.67103 5.33469 0.000
C 2.79974 3.03759 0.83007 0.000
N 3.99500 2.44081 1.38921 0.000
O 4.99786 2.62645 0.72949 0.000
O 4.03250 1.83113 2.44870 0.000
H 2.08643 3.17449 1.64281 0.000
H 2.36900 2.43864 0.02768 0.000
H 3.14009 4.03105 0.53800 0.000
C 1.11471 2.05483 -3.07344 0.000
C 1.54274 0.80189 -3.55086 0.000
C 1.90567 0.61358 -4.83053 0.000
C 1.73368 1.67287 -5.75577 0.000
C 1.26157 2.91170 -5.25276 0.000
C 0.94695 3.11616 -3.93008 0.000
N 2.39824 1.55269 -7.11805 0.000
O 2.40868 2.53069 -7.83642 0.000
O 2.85320 0.47282 -7.42883 0.000
H 0.80503 2.14546 -2.04277 0.000
H 1.73113 -0.00074 -2.85324 0.000
H 2.40346 -0.30185 -5.11439 0.000
H 1.26516 3.80839 -5.85470 0.000
H 0.62485 4.06001 -3.51561 0.000
C -5.37284 -1.24260 -0.46541 0.000
Br -6.33949 -0.38325 1.12055 0.000
Br -4.64822 0.12308 -1.77013 0.000
Br -6.52824 -2.53240 -1.46616 0.000
H -4.57316 -1.86654 -0.06628 0.000
```

Results
total charge = -1
2S+1 = 2
highest occupied orbital energy (alpha / beta) = -5.6012 / -5.5998 eV
energy = -276618.2378 eV

# 3
Computed, not measured: CH9NOSi2 in the gas phase at a distorted geometry, with ωB97M-V/def2-TZVPD.

Geometry as XYZ:
```
14
Properties=species:S:1:pos:R:3:nbo_charge:R:1
C 1.03766 -0.98673 -1.60396 -0.257
N -0.18372 0.17411 0.21952 -0.986
O 1.23303 -0.24868 -0.38537 -0.429
Si -0.00863 1.78006 0.82087 1.066
Si -0.88520 -1.20128 1.10283 1.097
H 0.14701 -1.65531 -1.56877 0.183
H 2.02426 -1.62447 -1.65078 0.199
H 0.87281 -0.38564 -2.48902 0.178
H -1.42372 2.25282 0.98924 -0.182
H 0.51683 2.39698 -0.47563 -0.139
H 0.58281 1.79211 2.17734 -0.176
H -0.54579 -2.33202 0.26707 -0.181
H -0.02071 -1.13519 2.31868 -0.195
H -2.22401 -1.14035 1.45406 -0.179
```

Results
SMILES string = CON([SiH3])[SiH3]
highest occupied orbital energy = -9.2923 eV
energy = -20472.6839 eV

# 4
Computed, not measured: C2H5N5 in the gas phase at a distorted geometry, with ωB97M-V/def2-TZVPD.

Geometry as XYZ:
```
12
Properties=species:S:1:pos:R:3:nbo_charge:R:1
C -1.22899 -0.25994 -0.06762 0.510
N -1.15499 -1.29195 -0.94482 -0.810
C 1.72350 1.01976 0.13911 0.278
N 0.44435 1.03664 0.96651 -0.109
N -0.02612 0.56447 -0.08370 -0.210
N -2.23880 -0.00266 0.64513 -0.696
N 2.63434 0.14316 0.30270 -0.673
H -0.35741 -1.36884 -1.55712 0.408
H -1.94647 -1.91039 -1.01114 0.417
H -2.11867 0.82379 1.22564 0.356
H 2.29254 -0.79204 0.51392 0.346
H 1.97672 2.03799 -0.12861 0.182
```

Results
highest occupied orbital energy = -9.0307 eV
energy = -9601.7893 eV

# 5
Computed, not measured: C6H11ClNO as an isolated structure at a distorted geometry, with ωB97M-V/def2-TZVPD.

Geometry as XYZ:
```
20
Properties=species:S:1:pos:R:3:nbo_charge:R:1
C -0.49159 -2.84339 0.59944 -0.137
C 0.09940 -0.11359 -0.25180 0.670
C -0.81358 1.52873 2.11309 -0.669
C 0.82389 0.37662 -2.71663 -0.614
C 0.56008 1.48535 1.48522 -0.090
C 0.19933 -0.50323 -1.63185 -0.282
N -0.78128 -1.72388 1.07182 -0.206
O 0.47382 1.00542 0.14901 -0.432
Cl -1.67450 -0.33925 -1.66847 0.068
H 0.07570 -3.31739 -0.20784 0.230
H -0.76870 -3.67911 1.24111 0.255
H -1.43657 0.64219 1.77488 0.248
H -0.70449 1.44080 3.22269 0.255
H -1.28033 2.54768 1.90152 0.245
H 0.06779 1.11447 -2.94509 0.246
H 0.96731 -0.30158 -3.52268 0.248
H 1.62316 0.77917 -2.15553 0.234
H 1.41362 0.98443 2.02815 0.227
H 0.98704 2.51649 1.28799 0.227
H 0.65991 -1.59995 -1.77501 0.276
```

Results
total charge = +1
highest occupied orbital energy (alpha / beta) = -14.1085 / -14.0821 eV
energy = -22447.5779 eV

# 6
Computed, not measured: a 2-piece molecular cluster, CH4N2O3P overall at a distorted geometry, with ωB97M-V/def2-TZVPD.

Geometry as XYZ:
```
11
Properties=species:S:1:pos:R:3:nbo_charge:R:1
C -1.11546 -0.31328 -0.71745 0.395
N -0.76272 -2.19776 -0.07913 -1.010
N 1.13726 1.15911 -0.73018 -1.231
O 0.70851 -0.44819 1.24610 -1.158
O -1.89463 -0.17432 -1.58841 -0.526
O -0.69883 1.68265 1.07160 -1.143
P 0.05275 0.56850 0.39285 2.210
H -0.08935 -2.35924 -0.79771 0.305
H -0.16971 -1.81130 0.63128 0.369
H 2.13972 1.01211 -0.60966 0.400
H 0.85122 2.01814 -1.16848 0.389
```

Results
total charge = -1
highest occupied orbital energy = -4.2489 eV
energy = -19515.6071 eV

> Which of these has the highest energy?

C2H5N5